Arrangement i

Computed, not measured: a cluster of 2 separate species, C2H7N2O2 in total, with the ωB97M-V functional and the def2-TZVPD basis.

Spin multiplicity: 1
Charge: -1
Kohn-Sham gap in eV: 8.861

Last column: Mulliken charge in e.
Geometry (Å):
N: -1.6040 -0.4837 0.7749  -0.75
C: -0.9121 0.5022 1.6350  -0.27
N: -0.8375 1.8641 1.1231  -0.73
H: -0.9336 -1.1317 0.3763  0.31
H: -1.9139 0.0228 -0.0511  0.26
H: 0.1309 0.2062 1.7638  0.29
H: -1.4194 0.3935 2.5955  0.25
H: -1.6968 2.0393 0.6003  0.24
H: -0.1463 1.7861 0.3732  0.42
O: 1.9091 -1.6420 -1.5737  -0.65
C: 1.0945 -0.7097 -1.6212  -0.10
O: 0.8185 0.1414 -0.7345  -0.55
H: 0.4957 -0.5853 -2.5640  0.30

---

Arrangement ii

Computed, not measured: a cluster of 2 separate species, C2H7N2O2 in total, with the ωB97M-V functional and the def2-TZVPD basis.

Spin multiplicity: 1
Charge: -1
Kohn-Sham gap in eV: 8.669

Last column: Mulliken charge in e.
Geometry (Å):
N: 0.8116 0.7361 1.3271  -0.66
C: 0.5010 -0.6875 1.3797  -0.42
N: 0.7839 -1.4805 0.1920  -0.65
H: -0.0024 1.2163 0.9671  0.31
H: 1.5753 0.9819 0.7146  0.22
H: -0.5698 -0.7425 1.5633  0.30
H: 1.0106 -1.1818 2.2274  0.29
H: 1.7711 -1.5377 -0.0075  0.19
H: 0.2683 -0.9673 -0.5561  0.46
O: -2.5967 1.5388 -1.6991  -0.61
C: -1.5672 0.8957 -1.9327  -0.13
O: -0.9399 -0.0203 -1.3257  -0.60
H: -1.0458 1.2490 -2.8501  0.30

---

Which of them is the most stable? Correct choice: arrangement ii.